[1]
{"formula": "C32H99N5O15", "method": "wB97M-V/def2-TZVPD", "species": ["O", "O", "O", "O", "O", "O", "O", "O", "O", "O", "O", "O", "O", "O", "O", "N", "N", "N", "N", "N", "C", "C", "C", "C", "C", "C", "C", "C", "C", "C", "C", "C", "C", "C", "C", "C", "C", "C", "C", "C", "C", "C", "C", "C", "C", "C", "C", "C", "C", "C", "C", "C", "H", "H", "H", "H", "H", "H", "H", "H", "H", "H", "H", "H", "H", "H", "H", "H", "H", "H", "H", "H", "H", "H", "H", "H", "H", "H", "H", "H", "H", "H", "H", "H", "H", "H", "H", "H", "H", "H", "H", "H", "H", "H", "H", "H", "H", "H", "H", "H", "H", "H", "H", "H", "H", "H", "H", "H", "H", "H", "H", "H", "H", "H", "H", "H", "H", "H", "H", "H", "H", "H", "H", "H", "H", "H", "H", "H", "H", "H", "H", "H", "H", "H", "H", "H", "H", "H", "H", "H", "H", "H", "H", "H", "H", "H", "H", "H", "H", "H", "H"], "xyz": [[2.05749, 2.81315, 3.92263], [-6.87435, 3.18335, 5.33660], [-2.99918, -1.17196, 6.09065], [-7.28380, -2.59300, 5.72624], [0.69968, -1.62772, -7.18145], [2.53590, -5.12066, 0.00575], [-1.29790, 4.96517, -0.49460], [7.62569, -4.39507, -8.27672], [-7.20858, 2.48184, -3.85845], [4.98379, 4.47455, -1.78562], [-7.66497, -5.90277, -2.24664], [1.17697, -2.05519, -1.94758], [2.18745, 4.22530, -4.88004], [8.35041, -0.23681, 1.53045], [-2.74639, -7.28052, -3.38462], [10.20067, 2.98384, 1.81872], [-0.63812, 0.19155, 0.35586], [-0.57142, -3.93145, -5.74437], [3.81306, 5.35261, 4.55546], [-3.68908, 3.91629, 3.58380], [7.03465, -0.64628, 1.69230], [-2.13920, -7.73329, -2.16376], [2.51505, 5.50597, 6.58541], [-5.71121, 2.97537, 2.62365], [-7.43653, -2.68146, 3.39550], [2.43175, 3.14289, -5.71065], [-5.46913, 3.34395, 5.18155], [1.71072, -1.21734, -8.08246], [-2.05622, -2.17971, -6.24831], [4.43023, 3.44969, -0.96793], [10.03407, 1.54322, 1.76875], [2.38454, -1.93622, -2.70800], [-2.38363, -0.88490, 4.83087], [-6.71740, -4.89842, -1.80553], [-0.24569, -1.08458, -0.24583], [-7.76360, -1.90271, 4.62457], [-5.12983, 3.85615, 3.75371], [8.53391, 1.23206, 1.58437], [-1.18643, -3.28196, -6.88522], [-0.27049, 5.88189, -0.69789], [2.87933, -6.29720, -0.75110], [1.75557, 4.02028, 4.64281], [-9.26527, -1.60631, 4.88668], [2.43910, 1.68754, 4.70062], [-1.49447, -1.75099, -0.78300], [-6.42369, 1.33418, -3.50717], [2.94984, 4.61594, 5.42857], [0.77780, -0.84871, -1.31232], [-7.19774, 2.60929, 6.60588], [10.70945, 0.96880, 3.00168], [7.33115, -3.29764, -7.47275], [0.01240, -2.70822, -7.80362], [2.19778, 2.28146, -5.08512], [-0.62441, 6.85618, -0.36084], [-5.37351, 3.32009, 1.64631], [-2.14508, -2.19287, -0.02831], [-7.75393, -2.13209, 2.50919], [0.94711, 3.80430, 5.34127], [-9.51939, -0.70796, 4.32411], [4.66874, 3.65883, 0.07490], [-6.36636, -2.88705, 3.37178], [-0.87403, 0.82693, -0.39296], [8.08297, -3.06108, -6.71981], [-4.91546, 2.40683, 5.23947], [10.64165, -0.11872, 3.02968], [-1.17882, -8.24552, -2.22199], [8.57957, -4.45521, -8.36670], [-5.50192, 4.87472, 3.64344], [7.18622, -2.37887, -8.04104], [0.20581, 0.55392, 0.77606], [10.40682, 1.32805, 3.98528], [1.94665, -4.56508, -0.50973], [3.49206, 1.89563, 4.89056], [0.61473, 5.61971, -0.11847], [5.92225, 4.57045, -1.60760], [-1.85274, 4.98308, -1.27781], [-8.27208, 2.48553, 6.74214], [-5.38866, 1.93870, 2.72047], [2.44558, -2.01729, -8.17279], [3.54565, -6.93289, -0.16799], [0.33519, -0.12228, -1.99386], [0.69831, -3.49287, -8.12292], [10.49925, 1.28741, 0.81676], [1.93177, 1.57902, 5.65924], [2.01569, 4.92803, 7.36305], [3.73726, 4.83250, 3.69300], [2.88713, 4.18084, -4.22423], [6.62115, -0.47060, 2.68540], [3.38414, 5.92068, 7.09611], [1.37353, 4.72026, 3.89973], [-3.31285, 2.97901, 3.57643], [-2.60346, -2.54764, -5.38041], [0.09818, -1.76967, 0.52909], [-6.79123, 2.95312, 2.47817], [-6.34953, -2.40309, 5.83881], [2.29006, -0.41737, -7.62146], [-6.78364, -3.94001, -2.32048], [3.40299, 6.23052, 4.27047], [8.18307, 1.65686, 0.64387], [-1.62405, -1.66099, 4.73693], [-8.15859, 2.35107, -3.90288], [-2.18207, -6.60128, -3.76115], [-1.51778, -1.34850, -5.79304], [11.77263, 1.20538, 2.95940], [-5.10787, 3.98592, 5.98496], [-7.41836, -6.28853, -3.09043], [-7.09120, 0.66385, -2.96570], [-0.47214, -2.35926, -8.71551], [1.73999, 3.21498, -6.54991], [-2.68057, -1.63512, -6.95662], [-1.23071, -2.59003, -1.42686], [7.95116, 1.57658, 2.43866], [-6.76411, 1.62658, 6.79117], [-3.02758, -0.89786, 3.95152], [2.65662, -2.72103, -3.41380], [-5.70720, -5.29711, -1.89851], [3.37828, -5.96909, -1.66297], [3.36986, 3.22927, -1.09089], [-2.03244, -1.09011, -1.46265], [-7.29561, -0.93401, 4.44939], [-6.81124, 3.28790, 7.36629], [-7.95623, -3.63887, 3.35839], [0.00311, -3.22155, -5.31303], [1.39673, -0.85448, -9.06116], [-9.29496, -1.30415, 5.93354], [9.62871, 3.44141, 1.12332], [2.33414, -1.02206, -3.29949], [0.05819, -4.55515, -6.22882], [-5.93553, 0.85437, -4.35545], [2.32587, 0.77507, 4.11525], [6.43651, -3.58626, -6.92101], [1.98226, -6.88910, -0.93283], [3.46982, 3.23232, -6.03082], [0.05476, 5.97089, -1.73442], [4.99790, 2.55615, -1.22758], [-1.72940, -4.04155, -7.44762], [3.46627, 3.78697, 5.91252], [-6.83653, -4.75199, -0.73200], [-5.54866, 1.52529, -2.88596], [6.42346, -0.09560, 0.97725], [-1.93334, 0.10117, 4.71686], [6.91674, -1.71514, 1.51408], [-2.90517, -8.40748, -1.78054], [-3.55220, 4.28418, 2.65319], [9.73798, 3.35131, 2.63786], [-2.36214, -1.50741, 6.72567], [1.64826, -0.42728, -0.80953], [-9.93359, -2.44870, 4.70826], [3.16771, -1.81608, -1.95946], [-2.05528, -6.95615, -1.40409], [1.81720, 6.31317, 6.36288]], "forces_ev_per_angstrom": [[-0.7, 0.4, -0.3], [0.0, -0.8, 0.1], [-1.0, 0.7, -0.5], [0.6, -0.2, 1.4], [-0.3, -0.5, -0.8], [0.4, -0.5, 0.3], [-0.5, -1.0, -0.1], [0.7, -0.6, -0.5], [1.3, 0.6, -0.1], [-1.1, 0.6, -0.5], [0.1, 0.9, 0.6], [-0.3, -0.8, -0.8], [-0.2, 1.6, 0.9], [1.2, 1.2, 0.1], [0.9, 0.0, 0.4], [-0.3, 1.2, 0.2], [0.6, -0.5, 0.3], [0.1, -1.0, -0.2], [0.9, -0.3, -1.1], [0.1, 0.4, 0.4], [-0.7, 0.2, -0.3], [-1.4, -0.1, 0.2], [-0.3, -0.3, 0.8], [-0.6, 0.0, -0.1], [-0.5, -0.5, -0.9], [-0.2, -0.2, 0.0], [-0.2, 0.1, -1.0], [1.2, 0.3, 1.0], [-0.2, 0.7, -0.6], [1.8, -0.6, 0.3], [-1.1, 0.6, -0.1], [-0.1, 1.4, 0.9], [1.0, -0.6, 0.3], [0.2, -1.2, -0.1], [-1.6, -0.7, 0.3], [-1.3, 0.4, -0.7], [-0.9, -0.3, 0.0], [0.4, -2.5, 0.7], [1.6, 1.9, 0.5], [0.5, 1.0, 0.1], [-0.4, 0.8, 0.3], [0.0, -0.9, 0.8], [1.2, 0.4, 0.0], [1.0, 1.0, -0.2], [0.0, -0.8, -1.0], [-0.9, -0.3, 0.0], [-1.5, 0.3, 0.5], [0.8, -0.7, 0.1], [0.3, 0.5, -0.1], [0.7, -0.9, -0.3], [-0.5, 0.4, 0.8], [-2.5, 0.2, 0.3], [0.4, -0.8, -0.7], [0.3, 0.3, 0.0], [0.5, 0.2, 0.1], [0.0, 0.6, 0.2], [0.2, 0.1, -0.2], [-0.3, -0.1, 0.2], [-0.4, -0.3, -0.3], [-0.4, 0.0, 0.2], [0.0, 0.1, -0.2], [-0.2, 0.3, -0.1], [0.3, -0.2, 0.0], [-0.2, -0.6, 0.4], [-0.1, 0.0, -0.1], [0.0, 0.0, -0.5], [0.0, -0.1, -0.2], [-0.1, 0.1, 0.0], [-0.3, 0.0, -0.2], [0.0, 0.5, 0.3], [-0.6, 0.3, -0.3], [-0.1, 0.0, -0.2], [0.3, -0.9, 0.4], [-0.2, -0.2, 0.1], [-0.1, -0.2, 0.2], [-0.1, -0.1, 0.1], [0.0, 0.3, -0.4], [0.1, -0.1, 0.2], [0.0, -0.3, -0.5], [0.1, 0.4, 0.1], [0.2, 0.1, -0.5], [0.2, -0.3, 0.3], [0.4, -0.7, 0.3], [-0.4, 0.2, 0.0], [-0.1, -0.3, -0.1], [0.8, -0.2, -0.5], [-0.1, 0.4, 0.3], [0.1, 0.3, 0.3], [0.1, 0.2, -0.3], [0.1, 0.1, 0.0], [0.1, -0.2, 0.0], [-0.4, -0.4, -0.5], [0.5, 0.3, 0.2], [-0.2, 0.1, 0.7], [0.1, -0.1, 0.0], [-0.3, 0.2, 0.2], [-0.2, -0.1, -0.1], [-0.3, 0.4, 0.5], [-0.2, 0.2, 0.0], [0.3, 0.2, -0.7], [0.3, -0.7, 0.2], [0.0, 0.2, -0.2], [0.9, -0.2, -0.2], [0.1, 0.0, -0.2], [0.3, 0.3, -0.2], [0.3, 0.3, 0.0], [0.4, -0.5, -0.1], [0.1, 0.3, -0.4], [0.2, -0.2, -0.1], [-0.4, -0.4, -0.1], [0.3, -0.1, 0.0], [-0.1, 0.4, 0.0], [0.3, -0.1, -0.4], [-0.7, -0.6, 0.5], [-0.8, -0.5, 0.5], [0.2, 0.1, -0.3], [0.0, -0.4, -0.2], [0.1, 0.7, -0.4], [-0.3, 0.3, 0.3], [0.3, 0.3, 0.6], [-0.1, 0.0, 0.4], [0.0, -0.1, 0.2], [0.3, 0.0, 0.3], [-0.5, -0.3, 0.0], [-0.3, -0.2, 0.1], [0.2, -0.1, -0.8], [0.1, 0.2, -0.1], [0.6, -0.6, 0.7], [-0.7, -0.1, -0.5], [-0.1, 0.2, -0.1], [-0.2, 0.5, 0.0], [0.0, 0.0, -0.4], [0.0, -0.8, -0.4], [-0.1, -0.1, -0.2], [-0.3, -0.6, 0.2], [-0.2, 0.3, -0.1], [0.4, -0.1, -0.3], [-0.5, 0.0, -0.1], [-0.4, 0.9, 0.4], [-0.5, -0.1, -0.1], [0.3, 0.2, 0.8], [0.4, 0.0, -0.2], [0.4, -0.3, 0.2], [0.5, 0.1, -0.1], [0.2, -0.1, 0.8], [0.2, 0.1, -0.3], [0.3, 0.4, -0.1], [0.1, 0.1, -0.1], [0.5, 0.0, -0.2], [0.1, 0.4, -0.2], [0.1, 0.1, -0.5]], "mulliken_charge": [-0.26, -0.30, -0.52, -0.59, -0.17, -0.49, -0.46, -0.50, -0.54, -0.52, -0.52, -0.25, -0.51, -0.34, -0.50, -0.76, -0.66, -0.56, -0.71, -0.66, -0.66, -0.56, -1.68, -1.28, -1.31, -0.41, -0.57, -0.82, -1.42, -0.55, 0.55, -0.90, -0.51, -0.30, 0.53, 0.84, 0.41, -0.76, 0.32, -0.50, -0.46, -0.92, -1.24, -0.80, -1.46, -0.40, 0.84, -0.63, -0.73, -1.39, -0.47, -0.88, 0.13, 0.26, 0.40, 0.34, 0.35, 0.38, 0.35, 0.25, 0.30, 0.26, 0.26, 0.18, 0.34, 0.28, 0.30, 0.26, 0.23, 0.22, 0.33, 0.29, 0.31, 0.16, 0.29, 0.30, 0.26, 0.25, 0.35, 0.23, 0.31, 0.49, 0.27, 0.33, 0.42, 0.26, 0.30, 0.29, 0.40, 0.32, 0.25, 0.39, 0.31, 0.31, 0.32, 0.21, 0.23, 0.28, 0.37, 0.33, 0.31, 0.28, 0.26, 0.39, 0.37, 0.30, 0.22, 0.38, 0.22, 0.36, 0.35, 0.37, 0.29, 0.20, 0.28, 0.13, 0.23, 0.26, 0.28, 0.01, 0.32, 0.30, 0.11, 0.31, 0.32, 0.25, 0.31, 0.25, 0.21, 0.23, 0.17, 0.19, 0.27, 0.24, 0.28, 0.42, 0.22, 0.16, 0.19, 0.22, 0.22, 0.27, 0.24, 0.24, 0.27, 0.29, 0.36, 0.32, 0.36, 0.24, 0.36], "e_above_lowest_ev": 2.119, "charge": 0, "lumo_energy_ev": -0.037}


[2]
{"formula": "C3H5NOS", "method": "wB97M-V/def2-TZVPD", "species": ["S", "O", "N", "C", "C", "C", "H", "H", "H", "H", "H"], "xyz": [[2.84107, 0.26618, 0.25490], [-0.87219, 1.32479, -0.16299], [1.31574, 0.99582, 0.52534], [-1.33124, -1.85247, -0.34916], [-0.84720, -1.37731, 0.64542], [0.32028, 0.79979, -0.29972], [1.06803, 1.61281, 1.28053], [-0.26166, -1.15826, 1.49807], [0.67965, 0.35883, -1.12650], [-1.38939, 0.97897, -0.87936], [-1.52310, -1.94915, -1.38654]], "forces_ev_per_angstrom": [[0.5, 0.0, 0.3], [0.1, 0.6, 0.5], [-2.4, 0.0, -1.1], [0.6, 1.0, 0.2], [-0.1, -1.2, -0.4], [2.1, 2.0, 3.0], [0.5, 0.1, 0.8], [-0.1, 0.2, 0.5], [0.2, -2.0, -3.2], [-0.8, -0.2, -0.5], [-0.5, -0.5, -0.2]], "mulliken_charge": [-0.40, -0.42, -0.16, -0.26, -0.43, -0.22, 0.26, 0.42, 0.45, 0.41, 0.35], "e_above_lowest_ev": 4.692, "smiles": "O/C=[NH+]/[S-].C#C", "charge": 0, "lumo_energy_ev": 0.223}


[3]
{"formula": "C16H18ClN3O3S", "method": "wB97M-V/def2-TZVPD", "species": ["Cl", "S", "O", "O", "O", "N", "N", "N", "C", "C", "C", "C", "C", "C", "C", "C", "C", "C", "C", "C", "C", "C", "C", "C", "H", "H", "H", "H", "H", "H", "H", "H", "H", "H", "H", "H", "H", "H", "H", "H", "H", "H"], "xyz": [[2.07998, 1.93566, -2.25491], [2.71970, -2.19854, -1.77042], [4.07884, -2.21022, -1.32319], [-2.02300, 2.36916, 3.27116], [2.17023, -3.37796, -2.36201], [1.71249, 1.13958, 1.97293], [-0.94653, 0.40310, 2.09782], [2.64195, -0.93683, -2.91069], [-0.56076, -1.27397, 0.36145], [-1.11451, 1.71018, 4.12571], [1.63014, -1.55559, -0.51975], [1.37206, -0.48010, -3.24345], [-2.36909, 0.42536, 1.84208], [-0.10454, -0.28116, 1.22299], [0.45126, -1.35609, -3.81324], [1.25487, 0.11581, 1.16271], [0.29951, -1.91093, -0.51877], [0.97020, 0.83608, -3.00695], [-0.29589, 1.27585, -3.34535], [2.11038, -0.54796, 0.29440], [-2.99831, 1.48714, 2.77541], [-1.19556, 0.38988, -3.91190], [-0.82005, -0.92443, -4.13874], [-0.66882, 0.36312, 3.52065], [-2.18629, 0.72895, -4.17156], [2.60647, 1.51761, 1.69739], [-0.04319, -2.68400, -1.18542], [3.27908, -0.19926, -2.63695], [0.76106, -2.37561, -3.97490], [3.15280, -0.27503, 0.23206], [-0.57397, 2.30086, -3.15483], [-3.71567, 2.10441, 2.23343], [-1.59968, -1.56097, 0.37685], [-2.84905, -0.54967, 2.02876], [-0.27388, 2.39715, 4.24101], [-2.51892, 0.69612, 0.79500], [-1.57367, 1.54711, 5.11299], [-1.52149, -1.61752, -4.57710], [-1.22854, -0.46413, 3.98624], [-3.51831, 0.99846, 3.61304], [1.01653, 1.84625, 2.16585], [0.39215, 0.19213, 3.69022]], "forces_ev_per_angstrom": [[0.1, 0.2, 0.0], [0.1, 0.5, -0.2], [-0.1, 0.3, 0.1], [0.0, 0.2, 0.0], [-0.3, 0.2, 0.1], [0.2, 0.2, 0.2], [0.0, 0.1, 0.0], [0.7, -0.8, 0.5], [0.1, 0.1, 0.1], [0.1, -0.1, 0.1], [0.3, -0.4, -0.3], [-0.8, 0.3, -0.3], [0.0, 0.2, -0.1], [0.2, -0.1, -0.1], [0.0, 0.1, -0.1], [0.0, -0.4, -0.3], [0.0, -0.2, 0.0], [0.0, -0.2, 0.0], [0.0, 0.0, 0.0], [0.0, 0.1, 0.3], [-0.1, -0.1, 0.0], [0.0, 0.0, 0.0], [0.0, 0.0, 0.0], [-0.1, 0.0, 0.2], [-0.1, 0.0, 0.0], [-0.1, 0.1, 0.0], [-0.1, -0.1, -0.1], [0.1, 0.0, 0.1], [0.0, -0.1, -0.1], [0.1, 0.1, 0.0], [0.0, 0.1, 0.0], [0.0, -0.1, 0.0], [-0.1, 0.0, 0.0], [0.0, 0.0, -0.1], [0.0, -0.1, 0.0], [0.0, -0.1, 0.0], [0.1, 0.0, -0.1], [-0.1, -0.1, 0.0], [0.1, 0.0, 0.0], [0.0, 0.0, -0.1], [0.0, 0.1, -0.1], [-0.1, 0.0, 0.1]], "mulliken_charge": [-0.24, 1.17, -0.70, -0.43, -0.65, -0.52, 0.35, -0.37, -0.11, -0.51, -0.06, -0.41, -0.93, 0.26, -0.26, 0.64, -0.81, 0.86, -0.65, -1.15, -0.55, -0.43, -0.70, -0.82, 0.41, 0.26, 0.54, 0.46, 0.54, 0.32, 0.43, 0.33, 0.42, 0.40, 0.35, 0.51, 0.33, 0.40, 0.35, 0.30, 0.21, 0.47], "e_above_lowest_ev": 0.950, "smiles": "Nc1cc(S(=O)(=O)Nc2ccccc2Cl)ccc1N1CCOCC1", "charge": 0, "lumo_energy_ev": 0.532}